# 1
Below is C3H3HgO3 as an isolated structure in a non-equilibrium geometry, with properties calculated with ωB97M-V/def2-TZVPD.

```
! RIJCOSX wB97M-V def2-TZVPD def2/J DEFGRID3
* xyz -1 3
O 1.71132 -0.13263 0.33528
C 0.90541 0.35465 1.09570
C -0.57453 0.28045 0.87578
O -0.84729 -0.41584 -0.36240
C -1.81028 -0.08178 -1.29542
H 1.22152 0.85054 2.03421
H -1.00770 1.29333 0.87423
H -1.02521 -0.29465 1.70115
O 0.11288 -0.80060 -3.43673
Hg 1.31387 -1.05348 -1.82180
*
```

Its HOMO energy (alpha / beta) is -1.37 / -2.36 eV. The value obtained for the largest force on an atom is 3.46 eV Å⁻¹. Its orbital gap (alpha / beta) is 4.47 / 5.40 eV.


# 2
Below is C25H48CeCl3N4O3SSi as an isolated structure in a non-equilibrium geometry, with properties calculated with ωB97M-V/def2-TZVPD.

```
! RIJCOSX wB97M-V def2-TZVPD def2/J DEFGRID3
* xyz 0 2
C -2.38321 4.41468 0.30230
C -2.83383 4.35977 -1.11409
H -1.52039 5.07899 0.45369
H -2.12285 3.40528 0.64813
H -3.18468 4.80761 0.94623
C -3.12141 5.46506 -1.82610
C -2.96288 6.85584 -1.29701
H -3.57224 5.39031 -2.81944
H -1.97631 7.01633 -0.83020
H -3.73918 7.11191 -0.55740
H -3.07646 7.58564 -2.11043
Ce -0.38994 -0.55566 1.70331
Cl -1.69650 -2.43495 2.91004
Cl -2.65469 0.29193 0.73994
C -1.09069 -3.04265 -0.37987
O -0.27711 -2.20111 0.08041
N -0.94922 -3.59927 -1.58348
C 0.28944 -3.42212 -2.33575
C -2.11510 -4.11198 -2.27530
H -1.97079 -3.37849 0.20501
H 1.14656 -3.69083 -1.71132
H 0.38207 -2.38914 -2.70179
H 0.23045 -4.10307 -3.18948
H -2.79838 -4.59505 -1.57986
H -1.80012 -4.83793 -3.02089
H -2.65385 -3.30248 -2.77508
H 3.94613 1.95594 3.54367
H 1.95014 2.44445 1.08242
C 4.47566 1.70722 2.60695
C 2.94088 2.12062 0.72161
N 3.56320 1.15583 1.62308
H 5.27682 0.99961 2.84095
C 2.99175 -0.03143 1.83752
O 1.89382 -0.38327 1.31816
H 2.87101 1.66983 -0.27214
H 3.51619 -0.70257 2.52767
H 4.88748 2.61952 2.16054
H 3.59418 2.99002 0.68991
O -1.56399 2.42978 -1.57031
C -2.86935 2.96672 -1.72373
C -2.76680 3.51916 -4.25118
C -3.40942 2.91856 -3.16430
H -1.85911 4.10890 -4.11427
C -3.29332 3.36389 -5.55391
H -3.49005 2.34840 -1.04980
C -4.64499 2.28218 -3.36769
H -2.76438 3.79246 -6.41307
C -4.46956 2.62654 -5.74944
C -5.18489 2.14109 -4.64860
H -5.17111 1.88552 -2.49703
H -4.81031 2.38256 -6.76380
H -6.13422 1.61710 -4.78421
Si -0.81165 1.20058 -2.40110
Cl -0.06260 1.88431 2.90187
C 0.05521 1.95122 -3.88134
C -1.96253 -0.15103 -2.96404
C 0.42413 0.50102 -1.22808
H -0.63616 2.08412 -4.72920
H 0.86718 1.27826 -4.19826
H 0.49563 2.92576 -3.60175
H 0.92937 1.28120 -0.62538
H 1.19528 -0.12837 -1.70091
H -0.21023 -0.19000 -0.61506
H -2.69531 0.23441 -3.68337
H -2.50334 -0.60869 -2.12600
H -1.37752 -0.92783 -3.46633
C 4.73603 -4.03821 2.57226
N 4.05338 -4.25897 3.84202
C 4.55170 -5.39208 4.61919
C 2.72379 -3.91667 3.90720
S 1.89361 -3.38602 2.53780
N 2.17907 -3.98643 5.16877
C 3.01644 -3.61503 6.31182
C 0.76659 -3.64351 5.32710
H 5.80726 -4.24344 2.70420
H 4.57088 -2.99471 2.26750
H 4.35762 -4.67950 1.75807
H 5.28702 -5.03681 5.35591
H 3.74219 -5.91803 5.13719
H 5.06120 -6.08943 3.93853
H 2.58163 -2.73152 6.80936
H 3.05984 -4.42110 7.05775
H 4.03624 -3.37984 5.98492
H 0.60557 -2.55986 5.19274
H 0.15667 -4.15630 4.57503
H 0.47134 -3.93476 6.34102
*
```

For the energy relative to the best compared isomer or geometry (same formula, charge and spin), the calculation gives 15.74 kcal per mole. Its HOMO energy (alpha / beta) is -8.02 / -8.21 eV. The value obtained for the largest force on an atom is 2.88 eV Å⁻¹. Its orbital gap (alpha / beta) is 8.27 / 8.47 eV.


# 3
Below is C23H38BF4LiO11 as an isolated structure in a non-equilibrium geometry, with properties calculated with ωB97M-V/def2-TZVPD.

```
! RIJCOSX wB97M-V def2-TZVPD def2/J DEFGRID3
* xyz 0 1
Li -13.59889 -48.01784 47.97567
B -14.45574 -47.69943 45.03586
F -13.35433 -47.04174 44.50760
F -14.36300 -49.13615 44.92682
F -14.47357 -47.38483 46.34447
F -15.51105 -47.16335 44.32270
C -13.34177 -50.69574 48.75865
O -13.31997 -50.07532 47.54055
H -12.47617 -50.68912 49.32754
H -13.63550 -51.73335 48.79945
H -13.94305 -50.27386 49.56081
H -13.02477 -50.61019 46.92577
C -16.24872 -45.96141 40.91719
O -16.39656 -45.65914 42.27775
H -17.23541 -46.13594 40.59869
H -15.50370 -46.83176 40.68016
H -16.03919 -45.21923 40.32276
H -16.18040 -46.46136 42.77230
C -15.26230 -52.65450 45.82519
O -15.77991 -51.51463 45.11716
H -14.29064 -52.51450 46.25376
H -15.27097 -53.58891 45.16880
H -15.91381 -52.78584 46.73921
H -15.22973 -50.89378 44.69175
C -14.49823 -49.91701 41.83715
O -15.56809 -50.05996 40.93204
H -13.54637 -49.83357 41.31944
H -14.55782 -50.73393 42.54101
H -14.51466 -49.01472 42.37879
H -16.19759 -49.48430 41.11125
C -10.24588 -46.20310 44.14588
O -11.28168 -45.89318 43.27398
H -9.74997 -45.24868 44.20965
H -9.69988 -46.74789 43.61005
H -10.47467 -46.57330 45.33315
H -12.08507 -46.51497 43.56831
C -14.19950 -43.32314 44.29997
C -14.40743 -41.99930 43.88530
C -13.84596 -40.92546 44.47265
C -12.94980 -41.10850 45.45155
C -12.85208 -42.43022 46.10579
C -13.48350 -43.47008 45.49295
O -13.32669 -44.76718 45.97033
O -14.30518 -39.69622 44.05976
H -14.43927 -44.19794 43.82378
H -15.08036 -42.03512 43.01195
H -12.60206 -40.41176 46.04469
H -12.31770 -42.61424 47.02360
H -13.52790 -45.52161 45.35177
H -13.99951 -38.92332 44.73031
C -16.63821 -45.22639 46.73816
C -16.39571 -44.08093 47.49310
C -17.08829 -43.95268 48.68585
C -18.15667 -44.77493 49.11451
C -18.31423 -46.01945 48.41111
C -17.56623 -46.16481 47.23907
O -17.86303 -46.99307 46.32793
O -16.83742 -42.78531 49.39551
H -16.14754 -45.18669 45.68567
H -15.67562 -43.32870 47.33196
H -18.78089 -44.43748 50.02008
H -19.23381 -46.83130 48.59855
H -17.34493 -47.10847 45.73468
H -16.05634 -42.24254 49.08054
C -9.41899 -51.14366 47.07645
C -9.67292 -52.47209 46.69583
C -10.74213 -52.70209 45.78258
C -11.40108 -51.62793 45.18485
C -10.96539 -50.30148 45.34725
C -9.97629 -50.03593 46.37800
O -9.61628 -48.78606 46.77170
O -11.26509 -54.04532 45.42766
H -8.85103 -51.10294 47.88136
H -9.10811 -53.28712 47.06992
H -12.26641 -51.85023 44.38509
H -11.43411 -49.59086 44.73904
H -8.62346 -48.74535 46.79491
H -12.05620 -53.90677 44.81262
*
```

For the energy relative to the best compared isomer or geometry (same formula, charge and spin), the calculation gives 52.56 kcal per mole. Its HOMO energy is -7.51 eV. The value obtained for the largest force on an atom is 15.73 eV Å⁻¹. Its orbital gap is 6.35 eV.